# C26H20F2N5O2S3Ti

A structure of composition C26H20F2N5O2S3Ti (ωB97M-V/def2-TZVPD, OMol25).

Atoms and positions in Å:
H 1.1175 1.6434 -2.0973
H 3.0448 -1.1669 3.6463
H -2.2197 -3.5304 -3.6243
H -0.5663 -0.4982 5.8636
H -3.1436 -2.9003 3.1412
H -1.7751 -0.4127 3.7052
C -1.8992 -2.4047 -1.8450
H -3.9664 -1.3876 1.6301
S -0.1585 2.5239 2.3172
C 1.8034 3.1622 -3.4633
N -0.0939 -0.7531 2.5564
C 1.7719 -1.0431 1.1369
S 2.1444 4.3067 1.6938
C 2.0219 4.5216 -3.6480
C 1.2788 2.7015 -2.2658
C -2.0963 -2.5440 -3.2003
N -1.7510 -1.2047 -1.2470
H -3.7725 -2.3627 0.3509
H 2.4392 4.8818 -4.5789
C 1.2804 -1.3359 -1.2112
C 1.2451 -0.9284 2.5090
N 0.4076 3.1167 -0.0406
O -1.5695 -5.0330 2.0247
C -1.7848 -0.1006 -2.0143
C -1.0590 1.8782 0.9987
H -2.2602 -1.4750 -5.0576
C -2.1233 -1.4010 -3.9864
H 0.9301 5.6589 -0.6454
C -1.8455 -3.9035 1.7996
H -1.9791 0.7526 -3.9508
F 3.0582 -1.5717 -2.7190
C -1.9643 -0.1662 -3.3811
H 1.9072 -0.9138 5.8161
C -0.7105 -0.5974 3.7425
C 0.9725 3.6100 -1.2658
Ti -1.1325 -1.2539 0.7929
C 1.1780 4.9663 -1.4362
C -0.0333 -0.6393 4.9347
H 1.8756 6.4766 -2.7768
C 3.5852 -1.2273 -0.4751
N -3.3384 -2.0712 1.2208
F 4.0496 -0.8936 1.7697
O -0.9850 -3.0137 1.2046
C 1.9819 -1.0024 3.6855
C 1.3374 -0.8598 4.8978
C 1.7090 5.4171 -2.6356
H 4.6442 -1.2309 -0.6905
S -2.3945 0.7471 1.2269
H -3.9674 -3.9770 2.0149
C 0.8340 -1.1414 0.0857
H -1.8251 -3.2789 -1.2114
C 0.8677 3.4046 1.2206
H -1.6665 0.8493 -1.5128
N -0.6602 2.2644 -0.1601
C 3.1219 -1.0568 0.8138
H 2.0542 2.4599 -4.2476
C -3.1728 -3.2409 2.1056
H 0.6115 -1.4381 -2.0550
C 2.6416 -1.3826 -1.4626

**Charge**: +1
**LUMO energy**: -4.12 eV
**Gap between HOMO and LUMO**: 6.315 eV
**Relative energy (zero: lowest compared OMol25 entry of this formula, charge and spin)**: 0.0 kcal/mol